Below is 10 unconnected molecules or ions with the total composition C40H91F2N2O17 in a non-equilibrium geometry, with properties calculated with wB97M-V/def2-TZVPD.

Positions of all 152 atoms, in Å:
1 C -2.1178 -3.2478 -3.6150
2 C -0.7925 -2.9002 -3.1417
3 C -0.4178 -2.9453 -1.5447
4 C -0.1297 -4.5488 -1.3128
5 C 1.0907 -5.1052 -2.2384
6 O 0.6968 -6.1381 -3.1838
7 O -1.5260 -2.6313 -0.6700
8 C -2.0599 -1.3041 -0.8252
9 C -2.9115 -1.0076 0.5392
10 C -2.0458 -1.0782 1.8856
11 O -1.3490 -0.1472 2.3945
12 F -2.0875 -2.3228 2.6536
13 C -0.9559 -0.1254 -1.1650
14 C -1.2237 0.3537 -2.7213
15 C -1.2413 1.9483 -2.9447
16 C -1.6850 2.1529 -4.5173
17 F -3.1601 2.2129 -4.5215
18 O -1.4668 0.9970 -0.3917
19 N -0.5575 1.7804 0.1811
20 O -1.1363 2.6297 0.8004
21 N 0.4605 -0.5281 -0.8902
22 C 1.4982 0.2719 -1.6875
23 C 2.9787 0.2563 -1.0665
24 C 4.0130 -0.7739 -1.7677
25 C 4.2143 -0.4115 -3.3533
26 O 3.6848 -1.5545 -4.0948
27 C 0.8043 -1.9950 -1.1271
28 C 1.6442 -2.6458 0.1282
29 C 0.7840 -2.8191 1.4800
30 C 1.7208 -3.6993 2.5100
31 O 0.8155 -4.3511 3.4477
32 C 0.3393 -5.6189 2.9355
33 C -1.2189 -5.7808 2.4696
34 O 1.0950 -6.6340 2.7810
35 H -2.9993 -3.1893 -2.8798
36 H -2.1892 -3.5676 -4.7174
37 H 0.0571 -2.5879 -3.8476
38 H -0.0505 -4.8368 -0.2066
39 H -1.0959 -5.0682 -1.7124
40 H 1.6022 -4.1859 -2.7110
41 H 1.8717 -5.5427 -1.4869
42 H 1.0602 -6.9842 -2.7928
43 H -2.8864 -1.3848 -1.6413
44 H -3.6108 -0.0854 0.4528
45 H -3.6456 -1.9165 0.6026
46 H -0.5081 -0.1839 -3.4706
47 H -2.2794 0.0187 -3.0953
48 H -2.0832 2.5045 -2.3598
49 H -0.2327 2.4846 -2.8616
50 H -1.2397 3.1025 -4.9822
51 H -1.4314 1.1926 -5.1244
52 H 0.7649 -0.3927 0.1098
53 H 1.1819 1.3954 -1.6833
54 H 1.5448 -0.0258 -2.7944
55 H 2.9354 0.1452 0.0959
56 H 3.4315 1.3194 -1.2355
57 H 3.7518 -1.8795 -1.5912
58 H 5.0531 -0.5666 -1.2807
59 H 3.5873 0.5113 -3.6395
60 H 5.3376 -0.2039 -3.5580
61 H 3.2878 -1.1870 -4.9335
62 H 1.5661 -2.0514 -2.0114
63 H 2.1674 -3.6431 -0.1798
64 H 2.5436 -1.9675 0.4422
65 H -0.1926 -3.4068 1.3819
66 H 0.6174 -1.8040 1.9996
67 H 2.4899 -3.0166 3.0510
68 H 2.2626 -4.5002 1.8568
69 H -1.9075 -4.9854 2.9510
70 H -1.6510 -6.8161 2.7651
71 H -1.3531 -5.6876 1.3305
72 C -7.1562 0.7128 1.3716
73 C -6.2501 1.6999 0.6637
74 O -5.5051 1.0371 -0.3535
75 H -6.5697 -0.0964 1.8168
76 H -7.7313 1.2060 2.1589
77 H -7.8519 0.2505 0.6648
78 H -5.5424 2.1432 1.3690
79 H -6.8311 2.5054 0.2054
80 H -6.1393 0.6553 -0.9776
81 C -0.3362 5.2075 3.7435
82 C 0.5798 6.1686 3.0136
83 O 1.2785 5.4867 1.9772
84 H 0.2378 4.3805 4.1723
85 H -0.8761 5.7159 4.5457
86 H -1.0629 4.7668 3.0540
87 H 1.3181 6.5902 3.6998
88 H 0.0105 6.9919 2.5709
89 H 0.6169 5.1244 1.3700
90 C -3.1134 2.7940 7.5369
91 C -2.3827 3.3852 6.3481
92 O -2.5859 4.7916 6.2976
93 H -4.1844 3.0058 7.4731
94 H -2.9700 1.7116 7.5846
95 H -2.7558 3.2379 8.4708
96 H -2.7579 2.9552 5.4161
97 H -1.3078 3.1871 6.4117
98 H -2.2432 5.1660 7.1221
99 C 2.1717 1.7389 5.7571
100 C 2.9762 2.3839 4.6467
101 O 2.6734 1.7632 3.4014
102 H 2.3913 0.6692 5.8187
103 H 2.3967 2.2013 6.7213
104 H 1.0986 1.8333 5.5629
105 H 4.0465 2.2684 4.8331
106 H 2.7527 3.4528 4.5704
107 H 1.7253 1.8784 3.2413
108 C 4.2604 -7.2842 -4.5484
109 C 4.2782 -7.9107 -3.1688
110 O 3.2212 -8.8537 -3.0490
111 H 3.3035 -6.7869 -4.7319
112 H 5.0646 -6.5518 -4.6547
113 H 4.3760 -8.0488 -5.3224
114 H 4.1405 -7.1464 -2.3997
115 H 5.2283 -8.4206 -2.9822
116 H 3.3559 -9.5308 -3.7278
117 C 7.3377 4.0826 4.3261
118 C 7.3747 3.4479 5.7019
119 O 6.2958 2.5329 5.8484
120 H 6.3906 4.6072 4.1708
121 H 8.1590 4.7928 4.2016
122 H 7.4111 3.3192 3.5455
123 H 7.2792 4.2110 6.4777
124 H 8.3152 2.9108 5.8597
125 H 6.3926 1.8555 5.1634
126 C -6.2714 5.7608 -1.1975
127 C -7.7293 5.6757 -0.7921
128 O -7.9397 4.5455 0.0455
129 H -5.9663 4.8529 -1.7259
130 H -6.0963 6.6225 -1.8464
131 H -5.6290 5.8477 -0.3158
132 H -8.3655 5.5671 -1.6735
133 H -8.0383 6.5760 -0.2521
134 H -7.3795 4.6539 0.8278
135 C -3.8624 -3.9909 -8.5958
136 C -3.5564 -4.3432 -7.1542
137 O -4.1276 -3.3756 -6.2809
138 H -3.4683 -3.0006 -8.8409
139 H -3.4245 -4.7236 -9.2781
140 H -4.9428 -3.9547 -8.7643
141 H -2.4766 -4.3569 -6.9848
142 H -3.9584 -5.3284 -6.8985
143 H -5.0841 -3.3760 -6.4308
144 C 5.1656 4.9315 0.0897
145 C 4.3715 4.6690 -1.1738
146 O 3.1396 4.0323 -0.8547
147 H 5.3650 3.9955 0.6193
148 H 6.1176 5.4159 -0.1412
149 H 4.6020 5.5715 0.7750
150 H 4.9285 4.0117 -1.8463
151 H 4.1579 5.6029 -1.7028
152 H 2.6486 4.6248 -0.2658

Atoms 1-2, force components in eV/Å:
C 4.1 1.1 1.0
C -3.1 -0.1 0.0

Computed properties:
LUMO energy: -2.86 eV
Charge: +1
Electronic energy: -86158.401 eV
HOMO: -11.720 eV
Frontier orbital gap: 8.9 eV

Below is a single C3H9PS3 molecule in a non-equilibrium geometry, with properties calculated with wB97M-V/def2-TZVPD.

Positions of all 16 atoms, in Å:
1 C -0.7145 1.6011 -0.3748
2 C -0.6474 0.3348 0.3104
3 C 0.4947 -0.6350 -0.1299
4 P 2.2738 0.4957 0.2341
5 S -2.3262 -0.5134 0.1086
6 S 0.6577 -2.0905 0.8181
7 S 0.5812 -0.8756 -2.0077
8 H -0.7448 1.5047 -1.4760
9 H -1.6019 2.0678 0.0126
10 H 0.0816 2.2947 -0.0796
11 H -0.5897 0.4063 1.3613
12 H 2.1709 0.6512 1.7628
13 H 3.1546 -0.4882 0.4209
14 H -2.2310 -1.0194 -1.1303
15 H -0.1869 -1.8756 1.8561
16 H -0.3720 -1.8586 -1.6868

Atoms 1-2, force components in eV/Å:
C 0.3 2.3 -0.8
C 0.0 -3.7 -1.3

Computed properties:
LUMO energy (spin up / spin down): 0.37 / -2.72 eV
Charge: 0
Energy relative to the best compared isomer or geometry (same formula, charge and spin): 82.7 kcal/mol
Electronic energy: -45045.634 eV
HOMO (spin up / spin down): -4.892 / -9.363 eV
Frontier orbital gap (spin up / spin down): 5.3 / 6.6 eV
<S²>: 2.0081
Spin multiplicity: 3

Below is a molecular structure, C30H31AsN4O2RuS2, with properties calculated with wB97M-V/def2-TZVPD.

Positions of all 71 atoms, in Å:
1 Ru -2.1543 -0.7330 -1.9040
2 N -2.3866 -2.3887 -0.4760
3 C -1.5168 -3.4721 -0.9685
4 C -1.5170 -3.4784 -2.4930
5 O -1.2516 -4.4751 -3.1102
6 O -1.7772 -2.3072 -3.0579
7 H -2.2300 -2.1935 0.5073
8 H -3.3599 -2.6705 -0.5637
9 H -1.8062 -4.4536 -0.5977
10 H -0.4965 -3.2617 -0.6445
11 S -2.3306 0.7030 -3.6730
12 C -3.5115 1.8353 -3.1480
13 C -3.7977 2.9285 -4.0324
14 N -4.0130 3.8083 -4.7394
15 C -4.1653 1.7034 -1.9647
16 S -3.7962 0.3638 -0.9277
17 C -5.1619 2.6172 -1.5075
18 N -5.9632 3.3341 -1.0988
19 C 2.1588 5.3723 2.4850
20 C 1.5188 4.0665 2.1050
21 C 0.3770 4.0242 1.3189
22 C -0.2181 2.8220 0.9620
23 C -1.4515 2.8705 0.0974
24 C 0.3654 1.6060 1.3748
25 As -0.6910 0.0504 0.8156
26 N -0.6252 -0.0269 -1.1388
27 C 0.3270 0.5781 -2.0143
28 C 0.6906 -0.1262 -3.1656
29 C 1.5995 0.4085 -4.0625
30 C 2.1675 1.6515 -3.8247
31 C 1.8118 2.3513 -2.6815
32 C 0.9001 1.8250 -1.7787
33 C 0.2857 -1.5979 1.2503
34 C -0.3377 -2.4176 2.2057
35 C -1.5110 -2.0001 3.0682
36 C 0.1605 -3.6997 2.4408
37 C 1.2680 -4.1890 1.7739
38 C 1.7857 -5.5780 2.0193
39 C 1.9098 -3.3421 0.8748
40 C 1.4487 -2.0634 0.6041
41 C 2.2429 -1.2346 -0.3668
42 C 1.4817 1.6305 2.2306
43 C 2.1139 0.4231 2.8783
44 C 2.0364 2.8641 2.5613
45 H 1.6429 6.2138 2.0256
46 H 3.2031 5.3996 2.1705
47 H 2.1403 5.5128 3.5670
48 H -0.0687 4.9503 0.9736
49 H -1.7570 3.9013 -0.0744
50 H -2.2871 2.3475 0.5667
51 H -1.2899 2.4084 -0.8812
52 H 0.2671 -1.1038 -3.3546
53 H 1.8613 -0.1538 -4.9492
54 H 2.8775 2.0722 -4.5241
55 H 2.2380 3.3268 -2.4853
56 H 0.6491 2.4001 -0.9038
57 H -1.8982 -1.0089 2.8462
58 H -1.2093 -2.0045 4.1168
59 H -2.3342 -2.7140 2.9800
60 H -0.3342 -4.3231 3.1789
61 H 1.1772 -6.1040 2.7533
62 H 2.8130 -5.5503 2.3855
63 H 1.7844 -6.1591 1.0959
64 H 2.8024 -3.6908 0.3653
65 H 3.3069 -1.4409 -0.2443
66 H 2.0820 -0.1674 -0.2282
67 H 1.9825 -1.4707 -1.3978
68 H 1.3843 -0.3203 3.1868
69 H 2.6630 0.7395 3.7641
70 H 2.8245 -0.0689 2.2143
71 H 2.8994 2.8796 3.2189

Atoms 1-2, force components in eV/Å:
Ru 0.1 -0.1 -0.2
N -0.1 0.0 -0.1

Computed properties:
LUMO energy: -1.63 eV
Charge: 0
Energy relative to the best compared isomer or geometry (same formula, charge and spin): 0.0 kcal/mol
Electronic energy: -126760.203 eV
HOMO: -8.403 eV
Frontier orbital gap: 6.8 eV

Below is a molecular structure, C18H39AgN2O5P in a non-equilibrium geometry, with properties calculated with wB97M-V/def2-TZVPD.

Positions of all 66 atoms, in Å:
1 Ag -1.7215 0.2920 0.3490
2 C -4.1815 3.1433 -0.8300
3 C -3.7265 2.1796 -1.9020
4 C -4.4133 2.5062 -3.2732
5 O -2.3113 2.4113 -1.9535
6 C -4.0877 0.7559 -1.5416
7 O -4.6478 0.0182 -2.4276
8 O -3.6609 0.2546 -0.4346
9 H -3.7294 4.1676 -0.9784
10 H -3.8303 2.5852 0.1042
11 H -5.2688 3.3448 -0.6943
12 H -4.0370 3.5424 -3.5316
13 H -5.4755 2.5481 -3.1844
14 H -4.1025 1.7677 -4.0176
15 H -1.9926 2.3357 -2.8777
16 N -4.1461 -2.6771 -2.8103
17 C -2.8133 -2.9008 -3.4568
18 C -1.7109 -3.2777 -2.4343
19 O -0.6606 -3.6737 -2.8656
20 O -2.0000 -2.9326 -1.1753
21 H -4.8704 -3.1645 -3.3028
22 H -4.4398 -1.6784 -2.6757
23 H -2.9135 -2.6102 -1.1130
24 H -2.4663 -1.9949 -4.0102
25 H -2.8301 -3.8353 -4.0721
26 C 3.3955 -2.1719 0.7843
27 C 1.9169 -1.9054 0.9752
28 C 1.0808 -2.2769 -0.2685
29 C 1.3562 -2.6239 2.2014
30 P 1.5561 -0.0332 1.3077
31 N -0.0358 0.0445 1.3920
32 C 2.2890 1.1415 -0.0121
33 C 3.7840 1.3860 0.1155
34 C 2.0271 0.5007 -1.3463
35 C 1.3903 2.4581 0.0056
36 C 2.0762 0.4890 3.0063
37 C 3.4878 0.0459 3.4559
38 C 1.9062 1.9908 3.2029
39 C 1.0817 -0.1507 4.0042
40 H 3.5237 -2.8637 -0.0918
41 H 3.8948 -2.7353 1.6393
42 H 3.9462 -1.3176 0.4736
43 H 0.1688 -2.7966 0.0600
44 H 1.6132 -2.9112 -0.9682
45 H 0.7508 -1.4775 -0.9178
46 H 1.1958 -3.6641 2.0832
47 H 0.3641 -2.1586 2.4313
48 H 1.9672 -2.4896 3.0773
49 H 4.4492 0.5235 -0.1235
50 H 4.1295 1.8386 1.1062
51 H 4.0064 2.1689 -0.6023
52 H 2.4323 -0.5047 -1.4821
53 H 2.4674 1.1708 -2.1323
54 H 0.9262 0.4881 -1.6929
55 H 1.5389 2.9772 -0.8985
56 H 1.8014 3.1764 0.7365
57 H 0.3062 2.3799 0.1805
58 H 4.2201 0.5372 2.7461
59 H 3.5929 -1.0705 3.5777
60 H 3.6026 0.5768 4.4292
61 H 2.5234 2.6219 2.5346
62 H 2.0962 2.3109 4.2201
63 H 0.8768 2.3316 3.0436
64 H 1.4253 -1.1344 4.4440
65 H 0.1156 -0.3836 3.4807
66 H 0.7907 0.4036 4.9307

Atoms 1-2, force components in eV/Å:
Ag 0.3 -0.1 0.1
C 0.0 0.3 1.9

Computed properties:
LUMO energy: 2.82 eV
Charge: -1
Energy relative to the best compared isomer or geometry (same formula, charge and spin): 0.0 kcal/mol
Electronic energy: -45804.492 eV
HOMO: -3.557 eV
Frontier orbital gap: 6.4 eV

Q: Which formula does entry 2 have?
A: C3H9PS3